Computed, not measured: a cluster of 2 separate species, C8H10OS in total in a non-equilibrium geometry, with ωB97M-V/def2-TZVPD.

Each line ends with the Mulliken charge.
Cartesian coordinates (Å):
C 2.77 0.53 0.28  -0.80
C 3.11 -0.70 0.56  -0.38
C 1.44 0.68 -0.09  0.68
C 0.85 -0.56 -0.24  -0.14
C -1.84 -0.74 1.27  -0.44
C -1.65 -1.01 -0.17  0.82
C 0.66 1.96 -0.15  -1.30
C -2.36 -0.70 -1.38  -1.37
O -1.79 -2.07 0.67  -0.39
S 1.91 -1.82 0.26  -0.20
H 3.37 1.33 0.57  0.40
H 4.05 -0.96 0.90  0.43
H -1.01 -0.49 1.79  0.31
H -2.83 -0.46 1.56  0.30
H -0.34 1.85 0.31  0.23
H 1.20 2.71 0.33  0.44
H 0.49 2.12 -1.14  0.33
H -1.84 -0.70 -2.31  0.34
H -2.95 0.27 -1.35  0.29
H -3.24 -1.25 -1.67  0.45

Values from the calculation:
LUMO (alpha / beta) = -0.0729 / -0.0361 eV
Highest occupied orbital energy (alpha / beta) = -0.297 / -0.297 hartree
Total energy = -21334.8016 eV
Orbital gap (alpha / beta) = 0.294 / 0.296 Ha
2S+1 = 1
Energy relative to the best compared isomer or geometry (same formula, charge and spin) = 114.9 kcal/mol

=====

Computed, not measured: an isolated molecule of C8H10S2 in a non-equilibrium geometry, with ωB97M-V/def2-TZVPD.

Each line ends with the Mulliken charge.
Cartesian coordinates (Å):
C -4.55 0.79 -0.02  -0.71
S -3.64 -0.74 -0.36  -0.06
S -1.74 -0.36 -1.00  -0.09
C -0.59 -0.52 0.49  -0.70
C 0.86 -0.37 0.15  0.58
C 1.65 -1.47 -0.05  -0.43
C 3.02 -1.20 -0.34  -0.12
C 3.50 0.17 -0.66  -0.43
C 2.66 1.14 -0.50  -0.37
C 1.36 0.92 0.12  -0.55
H -5.54 0.16 0.34  0.20
H -4.37 1.36 1.01  0.26
H -4.67 1.59 -0.73  0.33
H -0.84 -1.33 1.38  0.36
H -0.80 0.39 1.03  0.35
H 1.37 -2.58 0.31  0.25
H 3.77 -2.12 -0.28  0.23
H 4.72 0.33 -0.56  0.20
H 3.12 2.06 -0.65  0.39
H 0.71 1.77 0.31  0.31

Values from the calculation:
LUMO = 0.7150 eV
Highest occupied orbital energy = -0.320 hartree
Total energy = -30125.7788 eV
Structure (SMILES) = CSSCc1ccccc1
Orbital gap = 0.346 Ha
2S+1 = 1
Energy relative to the best compared isomer or geometry (same formula, charge and spin) = 29.2 kcal/mol

=====

Computed, not measured: a cluster of 2 separate species, C8H10Se in total in a non-equilibrium geometry, with ωB97M-V/def2-TZVPD.

Each line ends with the Mulliken charge.
Cartesian coordinates (Å):
C 1.03 -2.23 -0.86  -0.48
C 1.41 -0.99 -1.43  -0.61
C -0.20 -2.35 -0.18  -0.60
C 0.69 0.11 -1.07  -0.35
C -0.94 -1.23 0.12  -0.41
C -0.47 0.03 -0.24  1.20
C 0.85 2.35 1.24  -1.07
C -1.18 1.22 0.09  -0.86
Se -2.46 1.49 1.34  0.03
H 1.60 -3.11 -1.16  0.34
H 2.07 -1.05 -2.23  0.45
H -0.49 -3.28 0.28  0.37
H 1.13 1.03 -1.43  0.33
H -2.05 -1.45 0.29  0.11
H 1.49 1.45 1.24  0.31
H 0.49 2.57 2.16  0.44
H 1.16 3.13 0.64  0.34
H -1.08 2.15 -0.51  0.40
H -3.05 0.18 1.72  0.06

Values from the calculation:
LUMO (alpha / beta) = -0.3795 / 0.3400 eV
Highest occupied orbital energy (alpha / beta) = -0.300 / -0.257 hartree
Total energy = -73799.8453 eV
Orbital gap (alpha / beta) = 0.286 / 0.269 Ha
2S+1 = 1
Energy relative to the best compared isomer or geometry (same formula, charge and spin) = 76.7 kcal/mol

=====

Computed, not measured: a structure of composition C8H11AsCoN6OS4, with ωB97M-V/def2-TZVPD.

Each line ends with the Mulliken charge.
Cartesian coordinates (Å):
Co 0.29 0.81 -0.32  0.11
S -2.13 2.44 3.01  -0.76
As -1.60 0.58 2.05  0.64
S -2.00 0.76 -0.11  -0.45
S 0.58 0.34 1.97  -0.56
S -2.60 -1.07 2.95  -0.68
C -2.24 -2.84 -0.81  -0.98
N -1.09 -3.12 0.02  0.23
C -1.27 -4.04 1.14  -0.74
C -0.01 -2.32 -0.02  0.06
O 0.16 -1.43 -0.84  -0.62
H -2.54 -3.74 -1.35  0.33
H -1.98 -2.05 -1.51  0.27
H -3.07 -2.49 -0.19  0.32
H -1.89 -4.88 0.80  0.27
H -1.75 -3.53 1.97  0.20
H -0.30 -4.43 1.46  0.30
H 0.71 -2.52 0.78  0.33
N -0.02 3.67 0.83  0.52
C 0.57 4.85 0.97  -0.13
C 1.57 4.94 0.01  -0.86
C 1.49 3.71 -0.66  -0.22
N 0.52 2.96 -0.16  -0.12
H -0.76 3.26 1.45  0.13
H 0.26 5.53 1.75  0.42
H 2.25 5.75 -0.16  0.33
H 2.09 3.33 -1.48  0.39
N 3.73 -2.98 -3.35  -0.62
C 3.50 -1.86 -3.15  0.53
N 3.32 -0.56 -3.00  -0.73
C 2.47 0.11 -2.31  0.66
N 1.74 0.82 -1.74  -0.58

Values from the calculation:
LUMO (alpha / beta) = 4.9852 / 4.9858 eV
Highest occupied orbital energy (alpha / beta) = -0.053 / -0.052 hartree
Total energy = -161272.5580 eV
Orbital gap (alpha / beta) = 0.236 / 0.236 Ha
2S+1 = 2
Net charge = -2
Energy relative to the best compared isomer or geometry (same formula, charge and spin) = 1.2 kcal/mol

=====

Computed, not measured: a structure of composition C8H11Br4IN in a non-equilibrium geometry, with ωB97M-V/def2-TZVPD.

Each line ends with the Mulliken charge.
Cartesian coordinates (Å):
C -1.18 2.95 1.19  -0.73
C -1.38 1.91 0.35  -0.38
C -0.29 1.43 -0.60  -0.01
C 0.67 0.59 0.23  0.64
C 0.44 -0.92 0.43  -0.41
C 1.65 -1.19 1.36  -0.31
Br 1.41 -0.86 3.24  -0.05
N 2.65 -0.36 0.65  0.01
C 2.16 0.63 -0.01  -0.55
I 3.28 1.98 -1.14  0.32
H -0.92 3.94 0.84  0.30
H -1.25 2.78 2.26  0.28
H -2.34 1.40 0.39  0.28
H -0.77 0.86 -1.40  0.06
H 0.20 2.34 -0.98  0.33
H 0.59 0.99 1.26  0.08
H 0.63 -1.48 -0.49  0.13
H -0.55 -1.08 0.85  0.31
H 1.97 -2.21 1.20  0.46
H 3.64 -0.56 0.71  0.23
C -2.20 -2.68 -2.16  -0.29
Br -3.27 -1.58 -0.98  -0.01
Br -0.84 -1.64 -3.04  -0.05
Br -1.45 -4.19 -1.23  0.00
H -2.86 -3.06 -2.93  0.36

Values from the calculation:
LUMO = -4.5010 eV
Highest occupied orbital energy = -0.420 hartree
Total energy = -298225.2474 eV
Orbital gap = 0.255 Ha
2S+1 = 1
Net charge = +1

=====

Computed, not measured: an isolated molecule of C8H11BrO2P2 in a non-equilibrium geometry, with ωB97M-V/def2-TZVPD.

Each line ends with the Mulliken charge.
Cartesian coordinates (Å):
C 2.24 -3.52 0.74  -0.76
O 2.08 -2.20 1.25  -0.44
C 1.11 -1.47 0.70  0.80
C 0.10 -1.94 -0.20  -0.23
C -0.85 -1.10 -0.64  -1.18
C -1.06 0.21 -0.18  0.39
C -2.14 1.16 -0.50  -1.28
P -1.14 2.38 -1.93  0.26
P -0.46 3.84 -0.37  -0.12
Br -3.10 2.96 -2.95  -0.26
C 0.02 0.65 0.66  0.81
O -0.09 1.94 1.24  -0.47
C 1.01 -0.13 1.18  -0.84
H 1.28 -4.14 1.01  0.27
H 3.09 -4.01 1.20  0.24
H 2.35 -3.48 -0.34  0.35
H 0.08 -2.97 -0.60  0.30
H -1.45 -1.48 -1.40  0.46
H -2.36 1.76 0.32  0.46
H -3.08 0.74 -1.01  0.51
H 0.81 3.60 -0.75  0.05
H -0.65 4.85 -1.30  0.08
H 0.37 2.12 2.11  0.24
H 1.84 0.23 1.75  0.37

Values from the calculation:
LUMO = 0.2446 eV
Highest occupied orbital energy = -0.291 hartree
Total energy = -101187.6071 eV
Structure (SMILES) = COc1ccc(CP(#[PH2])Br)c(O)c1
Orbital gap = 0.300 Ha
2S+1 = 1
Energy relative to the best compared isomer or geometry (same formula, charge and spin) = 0.0 kcal/mol

=====

Computed, not measured: a cluster of 2 separate species, C8H11Cl2N in total in a non-equilibrium geometry, with ωB97M-V/def2-TZVPD.

Each line ends with the Mulliken charge.
Cartesian coordinates (Å):
C -0.10 -2.62 0.54  -1.34
C -0.07 -1.21 -0.03  0.41
C -1.15 -0.77 -0.69  -0.17
C -1.41 0.61 -1.21  -0.63
C -2.34 1.39 -0.31  -0.44
Cl -1.57 1.96 1.13  -0.18
H -1.09 -3.06 0.38  0.33
H -0.02 -2.72 1.68  0.27
H 0.71 -3.04 0.13  0.35
H 0.85 -0.76 0.00  0.21
H -2.00 -1.54 -0.71  0.12
H -0.58 1.27 -1.20  0.04
H -1.93 0.79 -2.17  0.36
H -3.23 0.71 -0.11  0.30
H -2.75 2.16 -1.01  0.33
C 2.10 1.03 1.58  -0.41
C 2.63 0.73 0.35  0.30
Cl 4.07 -0.36 0.27  -0.18
C 2.19 1.32 -0.84  0.30
N 2.13 1.92 -1.80  -0.40
H 2.43 0.52 2.49  0.32
H 1.14 1.67 1.53  0.08

Values from the calculation:
LUMO = -0.1896 eV
Highest occupied orbital energy = -0.346 hartree
Total energy = -35006.3423 eV
Structure (SMILES) = C/C=C/CCCl.C=C(Cl)C#N
Orbital gap = 0.339 Ha
2S+1 = 1
Energy relative to the best compared isomer or geometry (same formula, charge and spin) = 72.1 kcal/mol

=====

Computed, not measured: a structure of composition C8H11Cl2P in a non-equilibrium geometry, with ωB97M-V/def2-TZVPD.

Each line ends with the Mulliken charge.
Cartesian coordinates (Å):
C -1.99 -0.66 -1.02  -0.35
C -2.23 -1.93 -0.71  -0.85
C -0.90 0.04 -0.15  1.11
C 0.51 0.63 -0.31  -0.21
C 1.39 -0.23 0.18  0.50
C -1.60 0.83 0.98  -1.47
C 0.76 2.03 -0.80  -1.43
C 2.82 -0.22 0.41  -1.24
P -0.07 -1.61 0.32  0.53
Cl 0.74 -2.93 -0.95  -0.24
Cl 0.20 -2.47 2.06  -0.24
H -2.82 -0.16 -1.55  0.31
H -3.15 -2.43 -0.79  0.35
H -2.11 1.67 0.30  0.30
H -0.92 1.05 1.74  0.49
H -2.41 0.21 1.36  0.43
H -0.05 2.12 -1.53  0.36
H 1.69 2.16 -1.30  0.45
H 0.48 2.71 0.10  0.24
H 3.06 0.06 1.52  0.26
H 3.38 0.33 -0.35  0.35
H 3.23 -1.20 0.49  0.35

Values from the calculation:
LUMO = 0.4631 eV
Highest occupied orbital energy = -0.294 hartree
Total energy = -42803.6467 eV
Orbital gap = 0.311 Ha
2S+1 = 1
Energy relative to the best compared isomer or geometry (same formula, charge and spin) = 99.1 kcal/mol

=====

Computed, not measured: an isolated molecule of C8H11Cl3N2O in a non-equilibrium geometry, with ωB97M-V/def2-TZVPD.

Each line ends with the Mulliken charge.
Cartesian coordinates (Å):
C -1.42 1.55 -0.48  0.24
C -2.20 0.36 -0.64  -0.54
C -1.49 -0.79 0.01  -0.62
C -0.01 -0.98 -0.34  -0.92
C 0.99 -0.24 0.72  0.26
C 2.38 -0.65 0.43  -0.45
C 3.38 0.26 0.41  0.11
C 4.80 -0.03 0.05  0.54
N -0.58 2.37 -0.30  0.56
N 0.36 3.02 0.10  -1.02
O 3.25 1.58 0.75  -0.57
Cl 4.86 0.62 -1.75  -0.17
Cl 5.93 0.91 1.05  -0.11
Cl 5.13 -1.77 0.04  -0.14
H -3.24 0.77 -0.27  0.28
H -2.21 0.08 -1.79  0.23
H -1.55 -0.62 1.19  0.25
H -2.01 -1.79 -0.14  0.33
H 0.40 -2.01 -0.26  0.44
H 0.31 -0.57 -1.28  0.46
H 0.91 0.80 0.59  -0.37
H 0.63 -0.54 1.67  0.33
H 2.51 -1.60 -0.06  0.28
H 0.54 3.83 -0.46  0.19
H 2.26 1.69 1.07  0.40

Values from the calculation:
LUMO = 0.5283 eV
Highest occupied orbital energy = -0.308 hartree
Total energy = -51064.5684 eV
Orbital gap = 0.327 Ha
2S+1 = 1
Energy relative to the best compared isomer or geometry (same formula, charge and spin) = 79.1 kcal/mol

=====

Computed, not measured: an isolated molecule of C8H11ClN2O3S in a non-equilibrium geometry, with ωB97M-V/def2-TZVPD.

Each line ends with the Mulliken charge.
Cartesian coordinates (Å):
C 3.15 1.77 0.67  -1.30
C 2.43 0.42 0.33  0.82
O 2.97 -0.56 -0.09  -0.58
N 1.05 0.51 0.64  0.56
C 0.57 1.81 0.80  -0.83
N 0.14 -0.48 0.67  -0.66
C 0.35 -1.55 -0.01  -0.33
C -0.52 -2.68 0.03  -0.44
C -1.86 -2.79 -0.06  -0.55
C -2.90 -1.78 -0.30  0.02
C -3.15 -0.85 0.61  -0.50
S -4.60 0.19 0.36  0.94
O -4.85 0.91 1.62  -0.53
O -5.72 -0.54 -0.19  -0.53
Cl -3.97 1.58 -1.12  -0.20
H 2.94 2.59 0.08  0.37
H 4.29 1.61 0.74  0.30
H 2.93 2.00 1.73  0.36
H 1.08 2.51 -0.01  0.25
H -0.49 1.88 0.41  0.25
H 0.71 2.29 1.77  0.29
H 1.22 -1.46 -0.61  0.61
H 0.04 -3.55 0.10  0.45
H -2.33 -3.79 -0.19  0.32
H -3.52 -1.98 -1.21  0.37
H -2.74 -0.73 1.54  0.54

Values from the calculation:
LUMO = -0.6230 eV
Highest occupied orbital energy = -0.329 hartree
Total energy = -40950.6059 eV
Structure (SMILES) = CC(=O)N(C)/N=C/C=C\C=C\S(=O)(=O)Cl
Orbital gap = 0.306 Ha
2S+1 = 1
Energy relative to the best compared isomer or geometry (same formula, charge and spin) = 33.9 kcal/mol